A molecular structure, C41H35BiClI2N6O4 in a non-equilibrium geometry. Source: the Open Molecules 2025 dataset; level of theory: ωB97M-V/def2-TZVPD.

Output
molecular weight	1174.01	g/mol
net charge	+1
Kohn-Sham gap	7.4201	eV
relative energy (zero: lowest compared OMol25 entry of this formula, charge and spin)	0.0	kJ/mol
LUMO energy	-2.40	eV
DFT total energy	-3482.95494	a.u.

Positions of all 90 atoms, in Å:
Bi1 -0.4310 0.4242 0.3166
C1 -0.0235 1.6634 3.5816
N1 0.2338 2.2016 2.2421
C2 -0.5350 3.4429 2.0553
C3 -1.2634 3.6493 0.7494
C4 -1.5941 4.9654 0.4186
C5 -2.5011 5.2007 -0.6017
C6 -2.9428 4.0888 -1.3191
C7 -2.4592 2.8249 -0.9934
N2 -1.6392 2.5985 0.0526
C8 1.6954 2.4156 2.0757
C9 1.9724 2.9565 0.7104
C10 2.8182 3.9871 0.4629
C11 2.9789 4.4577 -0.8090
C12 2.2447 3.8797 -1.8139
C13 1.3902 2.8251 -1.5328
N3 1.2581 2.3869 -0.2921
C14 -1.4100 0.9750 3.6530
C15 -1.7854 0.4632 4.8662
C16 -3.0111 -0.1558 4.9350
C17 -3.7669 -0.2897 3.7830
C18 -3.2942 0.2386 2.6100
N4 -2.1343 0.9189 2.5365
H1 -0.0462 2.5172 4.2815
H2 0.7295 0.9264 3.8740
H3 0.1406 4.2860 2.1366
H4 -1.3312 3.4902 2.8031
H5 -1.1711 5.7869 0.9704
H6 -2.8388 6.1927 -0.8254
H7 -3.6822 4.2407 -2.1102
H8 -2.6986 1.9847 -1.6291
H9 2.2036 1.4654 2.2009
H10 2.0183 3.1071 2.8336
H11 3.3674 4.4486 1.2995
H12 3.6666 5.2694 -1.0271
H13 2.3236 4.2196 -2.8199
H14 0.7482 2.3995 -2.2723
H15 -1.1415 0.6738 5.6909
H16 -3.4367 -0.5707 5.8351
H17 -4.6831 -0.8620 3.8299
H18 -3.8595 0.1731 1.7256
I1 0.1753 0.9029 -5.1071
C19 -1.1260 -0.3315 -4.0458
C20 -1.8456 -1.2737 -4.8016
C21 -2.7710 -2.0956 -4.2381
I2 -3.8820 -3.3570 -5.4655
C22 -2.9271 -2.0806 -2.8302
C23 -3.8631 -2.8469 -2.1583
C24 -3.9717 -2.7431 -0.7957
C25 -3.2097 -1.8531 -0.0976
N5 -2.3318 -1.0568 -0.6785
C26 -2.2170 -1.1260 -2.0387
C27 -1.3105 -0.2010 -2.6860
O1 -0.6454 0.6277 -1.9334
H19 -1.7322 -1.3156 -5.9005
H20 -4.3656 -3.7039 -2.6538
H21 -4.7170 -3.3163 -0.2838
H22 -3.1983 -1.7503 0.9939
C28 3.9225 -3.8788 0.2933
C29 2.5555 -3.7074 -0.2893
C30 2.4020 -3.6916 -1.7059
C31 1.1388 -3.6302 -2.2688
Cl1 0.9797 -3.4632 -3.9737
C32 0.0243 -3.8231 -1.4509
C33 0.1499 -3.8353 -0.0760
C34 1.4299 -3.7623 0.4925
O2 1.6367 -3.7219 1.8272
C35 0.5819 -3.1978 2.6327
C36 0.0302 -1.8831 2.0496
O3 0.8962 -0.9372 1.9010
O4 -1.1823 -1.7148 1.8215
H23 4.7088 -3.6610 -0.4390
H24 4.0182 -4.9238 0.6517
H25 4.0943 -3.2452 1.1717
H26 3.2849 -3.7111 -2.3235
H27 -0.9430 -3.9761 -1.8899
H28 -0.7483 -4.0296 0.5165
H29 1.0910 -3.0194 3.5940
H30 -0.1973 -3.9734 2.7045
C37 4.5071 -0.7298 -1.7970
C38 3.4195 -0.8721 -2.6101
C39 2.1732 -0.6481 -2.0698
N6 1.9669 -0.4266 -0.7936
C40 3.0565 -0.3017 -0.0240
C41 4.3384 -0.4883 -0.4751
H31 5.5149 -0.8911 -2.1582
H32 3.5648 -1.0901 -3.6559
H33 1.2722 -0.6779 -2.6882
H34 2.9547 -0.0871 1.0763
H35 5.1873 -0.3478 0.1932

Force components x, y, z for each atom (eV/Å):
0.2082 -0.1016 -0.1280
-1.2347 -0.0049 -0.2152
0.2966 -0.4755 -0.0999
0.1392 -0.1669 -0.3977
0.4415 0.4990 0.6594
-0.3535 -0.1901 -0.2575
0.4699 -1.0552 0.2077
-0.3605 0.1454 0.0005
0.0015 0.4596 -0.2908
-0.8893 0.2176 -1.0923
-0.9885 -0.0249 -0.3029
-1.2254 -0.9306 -0.8494
1.1560 0.8782 1.6775
0.3115 0.4234 -0.8757
-0.0470 -0.2296 -0.3619
0.2604 0.7474 0.6349
0.0618 -0.3255 0.8518
1.3332 0.8375 -1.0082
-0.6409 0.1920 0.0471
-0.3108 -0.3631 0.2199
-0.0583 -0.4170 0.1559
0.7440 0.7912 0.7612
-0.0878 -0.6797 0.2929
0.2819 -0.3969 0.1930
0.0178 0.2295 -0.1664
0.0710 0.4037 0.5259
0.2917 0.1025 0.1697
0.0383 0.0788 0.2629
-0.0808 0.3078 -0.1625
0.3955 -0.3534 0.1615
-0.0611 -0.1621 0.1592
-0.0231 -0.2035 0.1952
0.5130 0.4028 0.4229
-0.2902 -0.2775 -0.4488
-0.1319 -0.0748 0.0771
0.0609 0.2419 -0.5828
-0.1906 -0.4645 -0.4194
0.1642 -0.2755 0.6644
0.2844 0.0418 0.3227
-0.1150 0.1870 -0.1836
-0.5723 -0.0318 -1.0627
0.0307 0.0675 0.2523
-0.1426 0.0182 -0.1904
-0.4167 -0.0653 -1.1836
0.5390 -0.0497 0.0780
0.0184 -0.0546 0.0133
-0.2561 1.0113 0.0481
-0.1030 -1.9073 0.4558
-1.2019 -0.5454 -0.5284
1.2151 1.1730 1.3953
0.0325 0.2342 -1.2990
-0.0031 -0.1323 -0.5762
0.2598 -0.6676 0.5012
0.2383 0.6245 0.1061
0.1429 0.1604 0.7922
0.0762 1.0424 0.1417
-0.1134 -0.3765 0.2817
-0.3704 -0.4461 -0.5644
0.3059 -0.2111 0.5430
0.6250 -0.5416 -2.1988
-0.2277 0.1967 1.4432
0.1484 -0.7225 0.8296
-0.1463 -0.0036 -0.3967
0.1839 0.4468 -0.3550
0.1376 -0.5331 0.0235
-1.0302 0.4804 0.0493
0.1532 0.1662 0.6018
0.1875 -0.6273 -0.3570
0.6928 1.0944 0.8536
-0.5185 -0.8247 0.0956
0.4852 -0.4427 0.0672
-0.2262 -0.1730 0.1164
0.1542 0.4847 -0.2231
-0.1434 -0.0525 -0.1823
0.0741 0.1113 -0.1269
-0.3139 0.1402 -0.2177
0.4315 0.2582 -0.0720
-0.6240 0.0382 -0.2429
0.0206 0.5075 0.2786
1.3011 -0.8662 -0.8849
0.1190 0.4411 -0.6746
-1.0987 -0.4393 -1.0927
0.1731 0.8365 1.2732
-0.1866 -0.1454 2.0136
0.0961 0.8847 1.1610
-0.0242 0.0653 -0.2841
-0.2727 -0.0230 -0.1549
0.3853 -0.0981 0.0968
-0.4201 -0.3688 -1.3616
-0.2685 -0.1484 -0.1025